Entry 1:
The following is a quantum chemistry calculation of 7 unconnected molecules or ions with the total composition C35H48N2O13, from the Open Molecules 2025 dataset.

XYZ file:
```
98
Properties=species:S:1:pos:R:3:forces:R:3:lowdin_charge:R:1
O -6.75927 -5.81319 -2.14854 -0.2 0.1 -0.1 0.111
O -2.08634 -7.33601 0.32060 0.1 -0.1 -0.1 0.115
O 6.56930 4.75527 0.20960 0.1 0.0 0.0 0.006
O 3.29243 6.34225 1.19997 0.0 0.1 -0.1 0.022
O -0.96400 6.03691 5.88466 0.0 -0.1 0.1 0.111
O 5.53273 2.78537 0.46641 0.1 0.1 0.2 0.125
O -2.02695 4.20819 5.14647 0.0 0.1 0.0 0.023
O -2.05083 -4.20168 -1.50724 0.0 0.0 0.0 0.018
O -7.20892 -4.68556 -4.02667 0.0 0.0 -0.1 0.030
O 0.12399 -7.43879 -0.00190 0.0 0.0 0.0 0.035
O -2.12707 -3.73815 0.67531 0.2 0.0 0.0 0.089
O 3.79522 -1.72756 -1.27555 0.2 0.0 -0.1 -0.047
O 1.07704 6.55824 1.48216 0.1 0.0 -0.3 0.106
N 0.21282 -0.37564 -0.94802 -0.2 0.2 0.1 0.155
N -1.46375 1.47668 0.42175 0.2 -0.4 -0.2 0.133
C 2.77258 0.39801 -1.92187 0.0 -0.3 0.3 -0.089
C -0.97502 -7.21976 0.75164 -0.2 -0.1 0.2 -0.468
C -0.25863 1.83322 -0.10895 0.0 0.5 0.3 -0.219
C 3.74270 -0.34216 -0.95130 -0.4 0.3 0.2 -0.401
C -0.57184 -6.84840 2.16305 0.4 0.3 -0.1 -0.067
C -3.91457 -5.04685 -0.35332 0.1 -0.3 -0.3 -0.073
C 2.18679 6.60356 1.93088 -0.3 -0.2 0.4 -0.485
C 1.30983 -7.31574 0.80382 0.2 0.1 0.1 -0.151
C 0.89524 -6.46010 1.99307 -0.1 0.0 0.1 -0.148
C -2.47655 3.69982 3.87630 0.0 -0.1 -0.2 -0.153
C -8.22065 -4.70811 -5.04971 -0.1 0.0 -0.1 -0.152
C 4.06111 7.20580 3.25167 -0.1 0.0 0.1 -0.146
C 1.84720 1.37502 -1.25170 0.5 -0.2 -0.5 -0.172
C 0.17483 3.16003 0.05989 0.0 0.6 0.1 -0.017
C 4.46039 6.36382 2.04581 0.1 0.0 0.2 -0.151
C 3.44016 -0.15201 0.53195 0.4 -0.3 -0.1 -0.036
C -7.42412 -5.67882 -3.13465 -0.2 -0.1 0.3 -0.472
C -1.61169 5.87747 3.54021 -0.4 -0.3 0.0 -0.073
C 6.08042 3.57421 -0.24405 -0.3 -0.1 -0.2 -0.481
C -8.76538 -6.13010 -5.03979 -0.1 -0.1 0.1 -0.153
C -2.90646 -4.83893 -2.48232 -0.1 -0.1 -0.1 -0.133
C -1.77228 0.22318 0.23367 -0.4 0.2 0.2 -0.110
C 7.37118 4.53350 -1.99203 -0.1 -0.1 -0.1 -0.148
C -8.61193 -6.51463 -3.56912 0.1 0.0 -0.5 -0.070
C 2.56766 6.90337 3.36675 0.5 0.3 -0.2 -0.068
C 6.30952 3.46493 -1.73968 0.4 0.2 0.0 -0.073
C -3.78285 -5.78492 -1.67911 0.0 -0.2 -0.1 -0.157
C 0.58275 0.92618 -0.77119 0.2 -0.1 -0.1 -0.177
C -0.95612 -0.69276 -0.45873 0.4 -0.3 -0.2 -0.090
C 2.23658 2.67802 -1.07459 -0.7 -0.4 0.1 -0.016
C -2.67940 4.92806 3.00111 0.1 0.1 -0.1 -0.151
C -1.48289 5.43926 4.98747 0.2 0.1 -0.2 -0.489
C -2.61958 -4.26850 -0.28527 -0.3 0.0 0.2 -0.499
C 7.07253 5.53825 -0.88754 0.1 0.1 -0.1 -0.154
C 1.38181 3.57840 -0.40989 0.3 0.0 0.0 -0.050
H -0.69752 -7.72472 2.80112 -0.1 0.0 0.0 0.131
H 1.62838 -8.31713 1.10185 0.0 0.0 0.0 0.125
H 2.38912 -0.27212 0.77878 -0.2 0.1 0.0 0.074
H 3.35413 0.88961 -2.69689 0.1 0.2 0.0 0.111
H 7.95598 6.07980 -0.55782 0.0 0.0 0.1 0.125
H -0.45724 3.86268 0.58110 -0.2 0.0 0.1 0.099
H -2.70962 -0.13355 0.63829 -0.1 0.0 0.1 0.106
H -4.75430 -4.34800 -0.36434 0.0 0.0 0.1 0.132
H 3.98929 -0.92480 1.06847 0.1 0.0 0.1 0.083
H 3.15584 -2.17062 -0.71096 -0.1 -0.1 -0.1 0.083
H -9.78362 -6.20103 -5.41637 0.0 0.1 0.0 0.115
H 4.70844 5.33587 2.31423 0.0 0.0 0.0 0.128
H 5.37222 3.68978 -2.25121 0.0 -0.1 0.0 0.123
H -7.76793 -4.43363 -5.99908 0.1 0.1 0.1 0.125
H -3.67079 5.34855 3.17862 0.0 0.0 0.0 0.116
H 5.29100 6.78773 1.48803 -0.1 0.0 -0.1 0.115
H -1.70779 3.03412 3.47896 0.0 0.0 0.0 0.121
H 6.64454 2.46572 -2.00272 -0.2 -0.1 0.0 0.127
H -1.29727 -1.71013 -0.58194 0.0 -0.2 0.0 0.084
H -8.13367 -6.77222 -5.65494 0.0 0.0 0.0 0.118
H -9.47727 -6.22057 -2.97377 0.0 0.0 0.1 0.132
H 6.30381 6.25824 -1.17790 0.0 0.0 0.0 0.127
H -3.99657 -5.72160 0.49194 0.0 0.1 0.1 0.117
H 2.09536 -6.86010 0.20624 -0.1 0.0 -0.1 0.124
H 3.82761 0.80165 0.87490 -0.2 0.2 0.1 0.068
H -8.98278 -3.96882 -4.79536 0.0 0.0 0.0 0.127
H -4.73203 -6.00372 -2.15660 0.2 0.2 0.0 0.077
H 4.20508 8.26436 3.02926 0.0 0.0 0.0 0.118
H 1.70626 4.59436 -0.24831 -0.1 0.2 0.0 0.088
H 2.20429 -0.37925 -2.41879 -0.2 -0.1 0.0 0.105
H 8.36410 4.10665 -1.84495 0.0 0.0 0.0 0.119
H 1.99441 7.74285 3.74857 -0.2 -0.1 0.0 0.128
H -2.59019 4.71395 1.93791 0.0 -0.1 0.0 0.108
H 7.33742 4.96995 -2.98803 0.0 0.0 0.0 0.117
H -3.39229 3.13250 4.02345 0.0 0.0 0.2 0.123
H 4.63440 6.96941 4.14554 0.0 -0.1 0.0 0.117
H 1.50764 -6.62878 2.87666 0.0 -0.1 0.0 0.115
H -1.18320 -6.02866 2.53034 -0.2 -0.1 0.0 0.124
H 3.19879 2.99215 -1.44463 0.1 0.1 0.0 0.097
H -2.28542 -5.35056 -3.21412 0.2 0.1 0.1 0.123
H 4.73551 0.07081 -1.11424 0.2 -0.2 -0.1 0.126
H -3.48393 -4.06350 -2.99203 0.0 0.0 0.1 0.126
H -8.40785 -7.57183 -3.42799 0.0 0.0 0.2 0.126
H 2.37522 6.01494 3.96993 -0.1 0.0 0.0 0.136
H -0.64894 5.73616 3.04504 0.0 0.1 0.0 0.105
H 0.96483 -5.40386 1.73058 0.0 0.0 0.0 0.119
H -1.90584 6.92110 3.48103 0.2 0.1 0.0 0.127
H -3.25728 -6.72246 -1.51939 0.1 0.0 0.0 0.099
```
Forces are in eV/Å.

Output
multiplicity: 1
structure (SMILES): C[C@@H](O)Cc1cccc2nccnc12.O=C1CCCO1.O=C1CCCO1.O=C1CCCO1.O=C1CCCO1.O=C1CCCO1.O=C1CCCO1

=====

Entry 2:
The following is a quantum chemistry calculation of a molecular structure, C35H48N2O2P2PdSi2, from the Open Molecules 2025 dataset.

XYZ file:
```
92
Properties=species:S:1:pos:R:3:forces:R:3:lowdin_charge:R:1
Pd -1.23268 1.06479 0.11069 -0.1 0.1 -0.1 0.256
P 0.50092 -0.38405 1.62631 0.1 -0.3 -0.2 0.546
P 0.51825 -0.17961 -1.57976 0.1 -0.3 0.1 0.549
Si -1.44296 -0.17242 4.11060 0.0 0.1 -0.1 0.233
Si -1.26060 -0.34240 -4.17558 0.0 0.1 0.0 0.233
O -4.08609 2.00726 0.65948 0.0 0.0 0.1 -0.210
O -3.94266 -0.66149 -0.68850 0.0 0.1 0.0 -0.197
N -0.60381 -0.19849 -2.68161 0.1 -0.2 0.1 -0.239
N -0.64966 -0.46798 2.70272 0.1 0.0 0.0 -0.239
C 2.25666 -1.69757 3.43471 0.0 -0.1 0.0 -0.094
C -0.01677 -0.39985 -5.61393 -0.1 0.0 -0.1 -0.200
C 1.01845 2.23396 2.56013 0.1 0.1 0.0 -0.108
C 2.31257 1.43406 -3.03832 0.0 0.1 0.0 -0.104
C 2.27465 -3.66428 -2.96147 -0.1 0.1 0.0 -0.111
C 3.59400 -3.56480 -2.54105 0.0 0.0 0.0 -0.133
C -3.51522 2.54190 -0.51917 0.0 -0.2 -0.2 -0.129
C 1.50382 1.35828 -1.90133 0.1 0.1 0.0 -0.256
C 3.10270 3.41452 2.29985 0.0 0.0 0.0 -0.131
C 2.09922 -2.69536 1.26612 0.0 0.0 0.0 -0.082
C 2.88909 1.13520 1.55374 0.0 0.1 0.0 -0.092
C 3.12024 -1.37166 -1.66541 0.0 0.0 -0.1 -0.110
C 3.53405 -3.67692 2.93473 0.0 0.0 0.0 -0.132
C 3.00036 -3.68375 1.65277 0.0 0.0 0.0 -0.103
C -0.33986 0.00587 5.64977 0.0 0.0 0.1 -0.207
C -5.19048 1.15712 0.48497 0.0 0.0 0.1 -0.231
C 1.41164 2.48562 -1.08972 0.1 0.0 -0.1 -0.102
C 3.01059 2.59370 -3.35117 0.0 -0.1 0.0 -0.116
C 3.65541 2.28238 1.71399 0.0 0.0 0.0 -0.107
C 2.91422 3.70858 -2.52619 0.0 0.0 0.0 -0.130
C -2.40610 1.11980 -4.56339 0.0 0.0 0.0 -0.198
C -5.10583 0.10272 -0.61485 0.0 0.0 -0.1 -0.245
C 4.01481 -2.40756 -1.89253 0.0 0.0 0.0 -0.112
C 2.11125 3.64887 -1.39625 -0.1 0.0 0.0 -0.104
C -2.50268 1.40294 4.06950 0.0 0.0 0.0 -0.193
C 0.22015 -0.58566 0.00327 -0.4 0.6 0.0 -0.484
C 1.71305 -1.69472 2.14959 0.1 0.0 0.1 -0.264
C 1.38732 -2.61404 -2.73964 0.1 -0.1 0.0 -0.094
C 3.15909 -2.67622 3.82833 0.0 0.0 0.0 -0.116
C -3.48915 -1.21487 0.53819 0.0 0.0 0.0 -0.116
C 1.79065 -1.45293 -2.08627 0.1 0.1 0.0 -0.283
C -2.64852 -1.57720 4.52015 0.0 0.0 0.0 -0.199
C 1.55823 1.09674 1.96697 0.1 0.0 0.1 -0.283
C -2.33565 -1.89440 -4.37035 0.0 0.0 0.0 -0.197
C 1.78007 3.38582 2.72515 -0.1 -0.1 0.0 -0.107
H -1.72088 -2.79754 -4.45282 0.0 0.0 0.0 0.004
H 0.72749 -1.18681 -5.45491 0.0 0.0 0.0 0.007
H 0.14361 -0.94516 5.89574 0.0 0.0 0.0 0.008
H -5.20490 0.58742 -1.59018 0.0 0.0 0.0 0.112
H 1.68534 -2.67912 0.26138 0.0 0.0 0.1 0.081
H -5.33767 0.68089 1.45618 0.0 0.0 0.0 0.116
H 0.35497 -2.69539 -3.06476 0.0 0.0 0.0 0.083
H -0.02119 2.21396 2.86573 0.0 0.0 0.0 0.072
H -3.41085 -1.64464 3.73640 0.0 0.0 0.0 0.004
H 5.04051 -2.31937 -1.55080 0.0 0.0 0.0 0.090
H -4.28306 2.84368 -1.24592 0.0 0.1 0.1 0.087
H -2.81289 1.09467 -5.58096 0.0 0.0 0.0 0.007
H -0.52852 -0.59901 -6.56391 0.0 0.0 0.0 0.007
H 3.29286 -4.44813 0.94109 0.0 0.0 0.0 0.089
H 3.62844 2.62506 -4.24281 0.0 0.0 0.0 0.085
H 1.33480 4.26417 3.18111 0.0 0.0 0.0 0.088
H 1.95865 -0.92416 4.13653 0.0 0.0 0.0 0.089
H -2.10945 -2.52946 4.53891 0.0 0.0 0.0 0.015
H 3.45532 -0.48250 -1.14130 0.0 0.0 0.0 0.096
H -3.24006 1.13235 -3.85373 0.0 0.0 0.0 0.003
H -3.15232 -1.43927 5.48398 0.0 0.0 0.0 0.008
H -4.23725 -1.91378 0.94606 0.0 0.0 0.0 0.084
H 0.44434 0.75110 5.48132 0.0 0.0 0.0 0.009
H 2.38818 0.57372 -3.69465 0.0 0.0 0.0 0.097
H -2.98301 -1.84594 -5.25414 0.0 0.0 0.0 0.008
H -1.84466 2.05033 -4.43122 0.0 0.0 0.0 0.015
H 0.51604 0.55156 -5.70745 0.0 0.0 0.0 0.008
H -2.97803 1.49583 3.08822 0.0 0.0 0.0 0.001
H 3.32244 0.25832 1.08419 0.0 0.0 0.0 0.097
H 3.69673 4.31419 2.41856 0.0 0.0 0.0 0.083
H 2.02933 4.50539 -0.73512 0.0 0.0 0.0 0.091
H 0.77005 2.44127 -0.21411 0.0 0.0 0.0 0.055
H -2.55611 -1.72756 0.31946 0.0 0.0 0.0 0.076
H -2.86156 1.80885 -1.04226 0.0 0.0 0.1 0.056
H -5.99800 -0.53681 -0.48113 0.0 0.0 0.0 0.118
H -2.94203 3.42055 -0.23200 0.1 0.0 0.0 0.080
H 4.28716 -4.38142 -2.71115 0.0 0.0 0.0 0.081
H 1.93113 -4.56231 -3.46389 0.0 0.0 0.0 0.086
H -3.25368 -0.44123 1.27300 0.0 0.0 0.0 0.051
H -0.92853 0.32039 6.51985 0.0 0.0 0.0 0.008
H 4.68299 2.29646 1.36706 0.0 0.0 0.0 0.091
H 4.24301 -4.44040 3.23661 0.0 0.0 0.0 0.080
H -1.90383 2.30736 4.22117 0.0 0.0 0.0 0.007
H 3.46135 4.61504 -2.76382 0.0 0.0 0.0 0.081
H -2.96363 -1.99577 -3.48026 0.0 0.0 0.0 0.013
H -3.28314 1.38945 4.84052 0.0 0.0 0.0 0.011
H -6.09331 1.75287 0.26297 0.0 0.0 0.0 0.117
H 3.57104 -2.66099 4.83194 0.0 0.0 0.0 0.084
```
Forces are in eV/Å.

Output
net charge: -2
multiplicity: 1

=====

For the records above, the corresponding relative energy (zero: lowest compared OMol25 entry of this formula, charge and spin) values read 0.000 0.000 eV.
For the records above, the corresponding calculated total energy values read -2450.1916 -3012.0922 a.u..
For the records above, the corresponding max |F| values read 0.822 0.740 eV/Å.